1.
ORCA calculation (the ωB97M-V functional and the def2-TZVPD basis) on a 7-piece molecular cluster, C32H82N10O9 overall.

Calculated values
total energy	-67839.237	eV

Each line ends with the Mulliken charge.
Element x y z (Å)
O (4.705446, -0.158687, 3.043021)  -0.429
O (-6.385118, -1.633526, -0.711989)  -0.563
O (2.464925, 5.878303, -4.474662)  -0.376
O (-7.943905, 0.030226, 5.585820)  -0.220
O (8.481686, -1.863187, 1.135721)  -0.315
O (8.631941, 0.252768, -4.972277)  -0.208
O (-10.410160, -2.652953, -2.322949)  -0.384
O (-6.674761, -3.176757, 0.852310)  -0.465
O (-8.225167, 0.644737, 0.786080)  -0.464
N (4.600557, 3.895610, -4.520904)  -0.606
N (-10.499077, -5.497379, -1.726354)  -0.714
N (0.625982, -0.851219, 0.705994)  -0.504
N (-6.000343, -1.072083, 1.515815)  0.308
N (6.342597, -0.413428, -0.153902)  -0.640
N (6.503552, 1.938440, -6.027133)  -0.550
N (-0.014416, -1.837538, 2.685569)  -0.669
N (-0.324970, 0.540974, 2.324635)  -0.300
N (2.598970, -1.436200, 4.586625)  -0.726
N (-6.787036, 2.707922, 5.589604)  -0.704
C (-8.604622, -5.131353, -3.207976)  -1.298
C (5.557758, 5.974348, -3.690861)  -1.486
C (-8.180957, 0.176037, 1.886882)  -0.107
C (7.522153, -1.622407, -1.907672)  -1.335
C (-10.657730, -3.599085, -3.340269)  -0.740
C (3.593600, -2.224033, 3.860612)  0.373
C (7.641360, -0.572515, -0.810589)  0.433
C (6.019301, -0.121731, 3.565611)  -0.668
C (7.741081, 1.712860, -6.769134)  0.420
C (-5.144781, 0.060464, 1.117960)  -0.952
C (8.766627, -0.841946, 0.195259)  -0.825
C (8.748074, -3.182802, 0.706541)  -0.697
C (8.913921, 1.311860, -5.867443)  -0.817
C (0.100676, -0.789153, 1.977935)  0.230
C (-7.077493, -0.709668, 2.419309)  -0.674
C (-9.139992, -2.022096, -2.374126)  -0.279
C (3.584298, 6.029926, -5.325567)  -0.831
C (-7.779757, 2.343209, 7.780693)  -1.465
C (4.226542, -1.446389, 2.703155)  -0.198
C (-4.135722, 0.407456, 2.221672)  -0.616
C (-7.802669, -0.757049, 6.753497)  -0.781
C (-6.366035, -1.923435, 0.447448)  0.561
C (8.791887, -1.050582, -5.490585)  -0.689
C (-8.760287, 1.181682, 5.716680)  -0.654
C (2.396695, 6.772650, -3.383956)  -0.641
C (-1.693721, 0.627803, 2.837798)  -0.845
C (-8.042174, 2.412061, 6.280809)  0.311
C (7.473676, 0.731054, -7.904578)  -1.504
C (-2.695332, 0.132587, 1.807565)  -0.470
C (4.602226, -2.801841, 4.846733)  -1.517
C (-10.115496, -5.004607, -3.050616)  0.406
C (4.846575, 5.297481, -4.857660)  0.558
H (9.798442, 1.065072, -6.470861)  0.425
H (7.908615, -3.620371, 0.159966)  0.248
H (5.028197, 5.801200, -2.753245)  0.290
H (-8.258509, -4.650541, -4.124600)  0.352
H (3.846604, 3.857313, -3.840886)  0.254
H (0.328557, 0.934195, 2.992959)  0.248
H (-1.882586, 1.680861, 3.055909)  0.457
H (6.649278, -0.881902, 3.090417)  0.295
H (-11.510570, -5.531851, -1.651873)  0.269
H (-6.198223, 1.880360, 5.612396)  0.299
H (-6.961114, 2.897764, 4.607923)  0.272
H (9.168020, 2.166141, -5.235201)  0.320
H (8.918957, 0.061725, 0.790821)  0.369
H (-8.714150, 3.257106, 6.097155)  0.425
H (-8.364450, -2.600673, -1.873920)  -0.046
H (-10.201070, -4.812603, -1.037187)  0.291
H (1.875512, -1.158004, 3.930716)  0.232
H (2.950480, 6.411978, -2.513285)  0.220
H (-1.834857, 0.074526, 3.779383)  0.245
H (9.635834, -3.217183, 0.066265)  0.315
H (-2.476268, 0.606217, 0.846407)  0.334
H (-8.659438, 1.994336, 8.324247)  0.347
H (-2.572609, -0.946911, 1.676335)  0.373
H (8.933878, -3.782423, 1.596872)  0.258
H (-6.662105, -0.230869, 3.312973)  0.294
H (6.817225, 1.188591, -8.643825)  0.370
H (-8.833556, -1.843167, -3.410386)  0.284
H (6.607578, 2.686189, -5.347621)  0.169
H (5.030459, -2.035512, 2.239114)  0.200
H (-10.586738, -5.664592, -3.787705)  0.370
H (6.898909, -1.240018, -2.715159)  0.345
H (-8.986156, 0.359703, 2.629432)  0.362
H (3.056433, -3.058026, 3.396466)  0.425
H (6.195686, -1.232630, 0.429813)  0.219
H (1.346885, 6.870113, -3.110462)  0.260
H (3.456636, -1.278767, 1.944432)  0.130
H (-7.584699, -1.775501, 6.434094)  0.249
H (8.995988, -1.707180, -4.645880)  0.180
H (-9.231945, -1.063119, -1.866013)  0.223
H (6.303970, 1.112523, -5.469275)  0.266
H (9.633052, -1.105706, -6.189922)  0.359
H (-11.746290, -3.663019, -3.423757)  0.338
H (7.057980, -2.538087, -1.537980)  0.197
H (-4.633548, -0.237880, 0.204662)  0.665
H (3.278899, 5.607176, -6.285553)  0.343
H (-8.080203, -4.677150, -2.366642)  0.183
H (-9.095618, 1.419683, 4.703804)  0.237
H (4.115986, -3.540142, 5.483189)  0.387
H (2.783214, 7.760191, -3.658501)  0.298
H (5.641272, 7.051819, -3.844098)  0.364
H (4.263316, 3.397561, -5.338922)  0.262
H (-7.510987, 3.329912, 8.154804)  0.366
H (5.007097, -2.025401, 5.497820)  0.290
H (6.041984, -0.265928, 4.648830)  0.279
H (-0.483667, -1.630377, 3.563555)  0.280
H (3.795199, 7.097127, -5.480357)  0.443
H (-6.985784, -0.410231, 7.389968)  0.270
H (1.210254, -0.062917, 0.464525)  0.272
H (3.040782, -0.576555, 4.901329)  0.306
H (-4.241211, 1.456565, 2.514499)  0.368
H (7.892685, -1.411399, -5.996810)  0.249
H (-8.727422, -0.760869, 7.338661)  0.332
H (5.435090, -3.282985, 4.330353)  0.335
H (6.560753, 5.563782, -3.576662)  0.340
H (6.385403, 0.365264, 0.496880)  0.277
H (6.973658, -0.166468, -7.538084)  0.276
H (6.428971, 0.862733, 3.337982)  0.259
H (-9.649876, 0.941394, 6.313256)  0.461
H (-6.564493, -3.245360, 1.807516)  0.358
H (-7.575588, -1.607939, 2.804021)  0.308
H (-10.269315, -3.231409, -4.300367)  0.380
H (5.528616, 5.304593, -5.715933)  0.320
H (-4.364337, -0.191933, 3.109285)  0.292
H (8.501138, -1.873559, -2.319814)  0.241
H (9.708256, -1.063338, -0.324858)  0.444
H (8.026269, 2.671405, -7.217649)  0.375
H (-8.322336, -6.183213, -3.240152)  0.350
H (-5.755981, 0.926880, 0.859598)  0.367
H (7.886312, 0.380237, -1.291368)  0.458
H (-6.949074, 1.673241, 8.005927)  0.284
H (1.107906, -1.729064, 0.555334)  0.316
H (8.398156, 0.430486, -8.401229)  0.363

Force components x, y, z for each atom (eV/Å):
0.01 -0.01 0.02
0.38 -0.12 -0.01
0.02 -0.02 0.04
0.02 0.01 -0.05
-0.03 -0.02 0.00
-0.01 -0.03 0.01
0.01 0.01 -0.01
-0.38 0.06 -0.05
-0.03 0.04 -0.14
-0.09 0.08 0.01
-0.05 0.04 0.00
0.58 -0.27 0.18
-0.04 0.21 -0.50
0.10 0.01 0.07
0.05 -0.03 0.03
-0.10 -0.07 -0.02
0.07 -0.03 0.00
0.05 0.13 -0.06
-0.04 -0.08 -0.08
0.00 -0.01 0.00
0.01 0.00 0.00
0.02 -0.01 0.08
0.00 0.00 -0.04
-0.01 -0.01 0.00
0.00 -0.05 0.06
-0.04 -0.01 0.02
0.06 -0.01 -0.11
-0.04 0.02 0.01
-0.13 0.05 0.05
0.03 0.03 -0.01
0.04 0.00 0.01
0.02 0.03 0.00
-0.12 0.23 0.04
0.16 -0.44 0.37
-0.05 0.04 0.01
-0.01 0.01 -0.04
0.00 0.00 0.01
-0.04 -0.01 -0.08
-0.03 -0.01 0.07
-0.03 -0.04 -0.02
-0.11 0.11 0.20
0.01 -0.04 0.05
0.00 0.01 0.00
-0.02 0.03 -0.03
-0.01 -0.03 0.02
0.05 0.04 0.01
-0.01 0.00 -0.01
0.00 -0.04 0.03
0.00 0.01 0.00
0.02 -0.03 0.02
0.04 -0.04 0.02
-0.01 0.01 -0.02
0.00 0.01 -0.01
-0.01 0.01 -0.01
0.00 0.00 0.00
0.03 -0.01 0.01
0.01 0.02 -0.04
0.01 0.00 0.02
0.05 0.02 0.03
0.00 -0.02 -0.01
0.02 0.03 0.03
0.00 0.05 0.01
-0.01 -0.02 0.02
-0.01 -0.01 0.02
-0.03 -0.02 0.01
0.00 -0.01 -0.03
0.02 -0.02 0.00
-0.09 -0.11 0.09
0.01 0.00 -0.01
0.00 0.02 -0.01
0.00 -0.01 0.01
-0.01 0.01 0.04
0.00 0.00 0.00
0.04 0.03 -0.13
-0.01 -0.01 0.00
-0.07 0.02 -0.01
-0.02 -0.01 0.01
0.00 0.01 0.00
-0.06 0.04 -0.04
-0.01 -0.02 0.03
0.01 0.02 -0.02
-0.01 -0.01 0.01
0.01 0.02 -0.02
0.02 -0.01 -0.01
-0.09 0.01 -0.03
0.00 0.00 0.01
0.01 0.02 0.01
0.00 0.00 0.00
0.00 -0.03 -0.02
0.01 -0.01 0.01
-0.03 -0.01 -0.05
0.00 0.03 0.00
0.00 0.01 0.02
0.01 0.01 0.03
0.02 0.01 0.03
-0.02 -0.01 0.01
0.00 0.01 -0.01
0.01 -0.02 0.00
-0.01 0.02 0.02
-0.01 0.00 0.01
0.00 0.00 0.00
0.10 -0.06 0.00
0.02 0.00 -0.01
0.01 0.00 -0.01
-0.01 -0.02 -0.01
0.00 -0.04 0.00
0.02 -0.01 0.00
-0.02 0.02 0.00
-0.30 0.17 -0.14
0.01 -0.02 0.02
0.01 -0.01 -0.03
0.01 0.02 -0.02
0.00 -0.01 0.00
0.00 0.00 0.00
-0.01 -0.02 0.01
-0.10 0.03 -0.03
0.01 0.00 0.01
0.01 0.01 0.04
0.01 0.03 0.02
0.19 -0.03 0.00
0.00 0.05 0.05
0.00 -0.02 0.00
-0.01 0.03 -0.01
-0.01 0.07 0.02
0.00 -0.01 0.01
-0.01 0.00 -0.01
0.04 -0.02 -0.01
0.00 0.00 0.02
-0.01 -0.03 -0.04
0.02 -0.01 0.00
-0.01 -0.01 0.00
-0.10 0.00 -0.10
0.00 0.00 0.00


2.
ORCA calculation (the ωB97M-V functional and the def2-TZVPD basis) on C4H40B8Ca2O as an isolated structure at a distorted geometry.

Calculated values
total energy	-49100.504	eV
total charge	-4
ΔE to the lowest compared entry with this formula, charge and spin	13.315	eV

Each line ends with the natural charge from an NBO analysis.
Element x y z (Å)
Ca (-0.731668, 4.076601, -2.758926)  1.905
Ca (-1.635318, -1.729809, 2.006844)  1.845
O (1.468572, -3.699379, 4.858864)  -0.545
C (2.390392, -4.716179, 6.682314)  -0.434
C (1.112222, -4.033749, 6.154434)  -0.061
C (2.641732, -4.392069, 4.314014)  -0.072
C (3.456422, -4.365539, 5.600284)  -0.416
B (-2.539678, 1.656221, -5.366676)  -0.857
B (-4.065248, 0.406961, 4.352454)  -0.851
B (-4.466308, 3.486901, -0.306246)  -0.838
B (1.679542, -2.336759, -6.361826)  -0.845
B (0.699032, 7.072121, -0.866056)  -0.897
B (-0.692618, -3.846219, -1.259806)  -0.838
B (0.652202, 1.102501, 0.484334)  -0.889
B (3.052322, 3.321471, -5.382606)  -0.827
H (1.108502, 0.301691, 1.045344)  -0.052
H (-1.411138, -3.041359, -1.246876)  -0.037
H (-3.887278, 4.361301, -0.559996)  -0.058
H (3.869782, -3.377179, 5.801204)  0.210
H (-5.415888, 3.468391, -0.818316)  -0.037
H (2.438692, -5.424359, 4.028974)  0.164
H (3.667912, 4.204271, -5.459826)  -0.056
H (-3.929248, 2.565421, -0.469566)  -0.030
H (-4.657558, 3.640671, 0.744474)  -0.014
H (0.005902, 1.600971, 1.190064)  -0.026
H (-3.751298, 1.424231, 4.176894)  0.018
H (1.360692, 1.824451, 0.108734)  0.020
H (-0.132188, 6.740481, -0.263286)  -0.019
H (-3.248738, -0.201609, 4.709114)  -0.082
H (0.330852, 7.380141, -1.832386)  -0.048
H (2.566032, 3.290281, -4.419906)  -0.068
H (0.052902, 0.674971, -0.304526)  -0.014
H (-0.970488, -4.632559, -1.944416)  0.005
H (1.034882, -1.986529, -7.153026)  -0.037
H (0.746182, -3.148169, 6.673914)  0.185
H (1.286572, -3.314719, -6.130736)  -0.049
H (-1.811928, 1.138771, -4.760966)  -0.009
H (-4.387808, 0.053231, 3.385464)  -0.035
H (2.729042, -2.374799, -6.609526)  -0.064
H (-2.025188, 2.490251, -5.818256)  -0.048
H (-0.549168, -4.222129, -0.258626)  -0.087
H (3.658612, 2.436921, -5.501836)  -0.001
H (1.461272, -1.716779, -5.506116)  -0.003
H (0.302052, -4.757989, 6.239264)  0.151
H (1.447842, 6.305571, -0.992296)  -0.023
H (4.213542, -5.149209, 5.627604)  0.198
H (2.364182, 3.270821, -6.212136)  -0.022
H (3.243532, -3.960289, 3.514324)  0.223
H (1.126862, 7.913821, -0.343806)  0.008
H (-3.125768, 2.187391, -4.632796)  -0.054
H (2.321662, -5.796729, 6.807974)  0.195
H (-4.883838, 0.433921, 5.054884)  -0.010
H (0.245072, -3.407429, -1.563876)  0.031
H (2.637862, -4.238629, 7.630364)  0.205
H (-3.054538, 1.039441, -6.086916)  -0.007

Force components x, y, z for each atom (eV/Å):
0.16 -0.81 0.14
0.41 1.44 -1.53
-0.66 0.95 -3.66
0.64 1.23 0.45
0.90 -1.52 0.33
0.16 -0.07 2.72
-0.25 -1.25 0.85
0.29 0.21 0.42
0.06 0.19 -0.21
-0.11 -0.36 -0.10
0.02 0.01 0.03
-0.30 -0.62 -0.20
0.06 0.25 -0.15
-0.85 -0.10 0.06
0.05 0.21 -0.52
2.42 -3.71 2.37
-3.35 3.55 0.00
2.70 3.85 -1.61
0.11 -0.10 -0.24
-3.74 0.02 -2.32
-0.46 -0.06 -0.03
2.53 3.80 -0.24
2.22 -3.69 -0.66
-0.71 0.39 4.35
-2.84 2.23 2.88
1.56 3.74 -0.59
2.96 2.55 -1.41
-3.40 -1.60 2.41
3.91 -2.79 1.81
-1.58 1.41 -4.24
-2.39 -0.07 4.36
-2.41 -1.70 -3.29
-1.45 -3.12 -2.29
-2.31 1.62 -3.63
0.51 0.20 0.06
-1.37 -4.43 1.03
3.00 -2.42 2.16
-1.55 -1.75 -4.21
4.38 -0.09 -1.14
2.47 3.48 -2.50
0.73 -2.03 5.02
2.50 -3.49 -0.13
-0.52 2.50 3.39
-0.38 -0.17 -0.52
3.01 -3.24 -0.46
0.39 0.27 -0.08
-3.01 0.09 -3.20
-1.10 0.90 -0.18
1.81 3.41 1.88
-3.38 2.00 3.17
-0.26 0.08 0.00
-3.22 -0.42 2.79
3.53 1.70 -0.94
0.28 -0.40 0.21
-2.15 -2.26 -2.60


3.
ORCA calculation (the ωB97M-V functional and the def2-TZVPD basis) on one molecule with the formula C4H2N2O at a distorted geometry.

Calculated values
total energy	-9205.234	eV
ΔE to the lowest compared entry with this formula, charge and spin	1.505	eV

Each line ends with the natural charge from an NBO analysis.
Element x y z (Å)
O (-1.269036, 1.474981, 1.487379)  -0.543
N (-0.226213, -2.275363, -2.535858)  -0.276
N (-0.024113, -0.432344, 1.700210)  -0.796
C (-0.842233, 0.251327, -0.416766)  0.098
C (-0.940182, -0.054285, -1.584728)  -0.104
C (-0.596189, -1.213314, -2.259605)  0.215
C (-0.733615, 0.498611, 1.007779)  0.577
H (0.077902, -0.259652, 2.689060)  0.416
H (0.422399, -1.247285, 1.302418)  0.415

Force components x, y, z for each atom (eV/Å):
0.19 -0.16 0.23
-0.38 0.84 -0.34
-0.04 0.16 0.09
-0.09 0.10 -0.45
0.36 -0.46 0.95
0.37 -1.18 -0.58
-0.17 0.45 0.32
-0.02 -0.07 -0.08
-0.21 0.32 -0.13


E_HOMO: -8.75; 1.69; -10.84 (eV)
Frontier orbital gap: 9.122; 2.347; 10.378 (eV)